(1)
ORCA calculation (wB97M-V/def2-TZVPD) on a single C5H9N3 molecule.

Geometry as XYZ:
```
17
C5H9N3, DFT wB97M-V/def2-TZVPD
C -2.1969 -0.2988 -0.0555
C -0.0923 -1.4710 0.0639
C 1.7988 -0.2367 0.2035
C 1.0323 0.9399 -0.3907
C 0.0846 1.8596 0.3973
H -2.6385 0.8834 -0.0932
H -2.8334 -0.9010 0.8397
H -2.4393 -0.8230 -1.1273
H -0.8816 -2.3485 -0.1424
H 1.6199 -0.0521 1.2919
H 2.8766 -0.3375 -0.0965
H 1.5495 1.2147 -1.2737
H -0.1784 2.8663 0.0588
H -0.0517 1.5879 1.4004
N -0.8778 -0.2324 0.3114
N 1.1449 -1.5849 -0.0851
N -0.3788 0.8389 -0.5360
```

Properties
- LUMO: 1.1 eV
- HOMO: -0.324 hartree
- Structure (SMILES): CN1C=NC[C@@H]2CN21
- Gap between HOMO and LUMO: 0.3633 Eh
- Spin multiplicity: 1

Löwdin population analysis, charges in e, atoms 1 to 2: atom 1 (C): -0.198, atom 2 (C): -0.198

***

(2)
ORCA calculation (wB97M-V/def2-TZVPD) on a molecular structure, C5H9N3.

Geometry as XYZ:
```
17
C5H9N3, DFT wB97M-V/def2-TZVPD
C -2.1607 -0.8210 0.0151
C 0.2446 1.7063 -0.1314
C 1.0635 0.7074 0.6911
C 1.3688 -0.7385 0.2902
C 0.0381 -0.3946 0.8736
H -2.4512 -0.8435 1.3111
H -2.2023 -2.0567 -0.1847
H -2.7893 0.0835 -0.7750
H 0.5170 2.6794 -0.7406
H 1.8579 1.2087 1.4206
H 2.1098 -1.0927 1.0446
H 0.5297 -1.3803 -1.3478
H 1.4681 -0.0730 -1.7548
H -0.4162 -0.7105 1.8365
N -0.8799 -0.1607 -0.1028
N -0.9176 1.2008 -0.5268
N 1.5191 -1.1219 -0.9764
```

Properties
- LUMO: 0.7 eV
- HOMO: -0.311 hartree
- Gap between HOMO and LUMO: 0.3369 Eh
- Spin multiplicity: 1

Löwdin population analysis, charges in e, atoms 1 to 2: atom 1 (C): -0.111, atom 2 (C): -0.114

***

(3)
ORCA calculation (wB97M-V/def2-TZVPD) on a single C5H9N3 molecule.

Geometry as XYZ:
```
17
C5H9N3, DFT wB97M-V/def2-TZVPD
C 2.9033 -0.8476 -0.0478
C 0.5459 1.5647 -0.0761
C -1.1414 -0.0237 -1.0632
C -1.9952 -0.7634 0.0297
C -1.1842 0.0763 1.0640
H 3.7844 -0.1620 -0.0381
H 3.0544 -1.9254 0.1072
H 0.5550 2.6710 -0.1388
H -0.3333 -0.6062 -1.5771
H -1.7505 0.4875 -1.8076
H -1.9801 -1.8710 0.0730
H -3.0840 -0.4366 -0.0061
H -0.4082 -0.4788 1.6098
H -1.7365 0.6949 1.8158
N 1.7249 -0.3384 0.0415
N 1.7180 1.0640 0.0833
N -0.6725 0.8948 -0.0694
```

Properties
- LUMO: 0.5 eV
- HOMO: -0.313 hartree
- Structure (SMILES): C=N/N=C\N1CCC1
- Gap between HOMO and LUMO: 0.3305 Eh
- Spin multiplicity: 1

Löwdin population analysis, charges in e, atoms 1 to 2: atom 1 (C): -0.027, atom 2 (C): -0.174

***

(4)
ORCA calculation (wB97M-V/def2-TZVPD) on a molecular structure, C5H9N3.

Geometry as XYZ:
```
17
C5H9N3, DFT wB97M-V/def2-TZVPD
C -1.6631 0.4162 0.7387
C -1.5843 -0.9747 0.2036
C -0.0749 -0.7853 0.2612
C 1.8489 -0.5511 -0.9063
C -0.2435 0.6003 0.0345
H -2.4647 1.0497 0.2123
H -1.7836 0.5814 1.8271
H -1.9700 -1.2021 -0.8062
H -2.0827 -1.6158 0.9779
H 0.2489 -0.9522 1.3252
H 2.5792 -1.1033 -1.4690
H 2.2343 1.4072 -1.6720
H 1.4546 1.4182 1.1875
H -0.4313 0.9109 -0.9783
N 1.0218 -1.4602 -0.4837
N 1.9542 0.8454 -0.6882
N 0.9562 1.4154 0.2359
```

Properties
- LUMO: 1.0 eV
- HOMO: -0.323 hartree
- Gap between HOMO and LUMO: 0.3613 Eh
- Spin multiplicity: 1

Löwdin population analysis, charges in e, atoms 1 to 2: atom 1 (C): -0.119, atom 2 (C): -0.147

***

(3) has the most favorable energy; the next structure is 62.8 kJ/mol above.

***

(1)
ORCA calculation (wB97M-V/def2-TZVPD) on 2 unconnected molecules or ions with the total composition C2H4F2.

Geometry as XYZ:
```
8
C2H4F2, DFT wB97M-V/def2-TZVPD
C 1.2192 0.0791 -0.2750
C -1.2342 -0.2201 0.3028
F -1.8956 -0.0460 -0.8590
F -1.4484 0.8569 1.0755
H 1.5071 -0.6810 -0.9874
H 1.3445 1.1471 -0.7312
H 1.7792 0.1086 0.6277
H -1.2718 -1.2445 0.8464
```

Properties
- LUMO (spin up / spin down): 0.4 / 0.2 eV
- HOMO (spin up / spin down): -0.335 / -0.329 hartree
- Gap between HOMO and LUMO (spin up / spin down): 0.3514 / 0.3359 Eh
- Spin multiplicity: 1

Löwdin population analysis, charges in e, atoms 1 to 2: atom 1 (C): 0.027, atom 2 (C): -0.206

***

(2)
ORCA calculation (wB97M-V/def2-TZVPD) on a single C2H4F2 molecule.

Geometry as XYZ:
```
8
C2H4F2, DFT wB97M-V/def2-TZVPD
C -0.8241 0.0402 0.3741
C 0.7677 -0.0441 -0.4465
F 0.8256 -1.0606 -1.3255
F 1.6053 -0.2730 0.5687
H -1.1790 -0.9329 0.5628
H -0.6152 0.7417 1.2672
H -1.5540 0.5132 -0.1270
H 0.9738 1.0155 -0.8739
```

Properties
- LUMO: 1.1 eV
- HOMO: -0.403 hartree
- Structure (SMILES): CC(F)F
- Gap between HOMO and LUMO: 0.4455 Eh
- Spin multiplicity: 1

Löwdin population analysis, charges in e, atoms 1 to 2: atom 1 (C): 0.024, atom 2 (C): -0.378

***

(2) has the most favorable energy; the next structure is 271.9 kJ/mol above.

***

(1)
ORCA calculation (wB97M-V/def2-TZVPD) on 2 unconnected molecules or ions with the total composition C4H4N2O2.

Geometry as XYZ:
```
12
C4H4N2O2, DFT wB97M-V/def2-TZVPD
N 0.3659 1.7436 1.7681
C -0.3140 1.1969 0.9588
C -0.6374 0.7770 -0.3797
C 0.0211 0.9278 -1.5701
N 0.0499 -0.2991 -2.1989
C -0.5276 -1.1127 -1.3627
O -1.2822 -0.4262 -0.4880
H 0.4039 1.8389 -2.0196
H -0.0479 -1.9940 -0.9258
O 0.8273 -1.0732 1.8395
H 0.0022 -1.5010 2.0897
H 1.1388 -0.0779 2.2887
```

Properties
- LUMO: -0.7 eV
- HOMO: -0.351 hartree
- Structure (SMILES): N#Cc1cnco1.O
- Gap between HOMO and LUMO: 0.3241 Eh
- Spin multiplicity: 1

Löwdin population analysis, charges in e, atoms 1 to 2: atom 1 (N): 0.154, atom 2 (C): -0.121

***

(2)
ORCA calculation (wB97M-V/def2-TZVPD) on a single C4H4N2O2 molecule.

Geometry as XYZ:
```
12
C4H4N2O2, DFT wB97M-V/def2-TZVPD
C 0.4300 -1.2684 -0.0335
C -0.8557 -1.3801 0.0487
C -1.4429 -0.0286 -0.0717
C -0.1553 0.8837 -0.1038
H 2.5879 0.7007 -0.3101
H 1.0572 -2.1753 -0.0060
H -1.4839 -2.2704 0.3217
H -0.7431 2.7718 -0.0868
N 0.9172 -0.0323 -0.2936
N 0.0799 2.0919 0.0536
O 2.1281 0.2215 0.3299
O -2.5195 0.4854 0.1515
```

Properties
- LUMO: -0.4 eV
- HOMO: -0.344 hartree
- Structure (SMILES): [H]/N=C1\C(=O)C=CN1O
- Gap between HOMO and LUMO: 0.3277 Eh
- Spin multiplicity: 1

Löwdin population analysis, charges in e, atoms 1 to 2: atom 1 (C): -0.095, atom 2 (C): -0.015

***

(2) has the most favorable energy; the next structure is 106.9 kJ/mol above.

***

(1)
ORCA calculation (wB97M-V/def2-TZVPD) on a molecular structure, C35H44Br2F4N4OPPdSi.

Geometry as XYZ:
```
93
C35H44Br2F4N4OPPdSi, DFT wB97M-V/def2-TZVPD
Pd 1.9500 -1.6004 -0.2421
F -1.0586 -7.7392 2.3022
C -0.3928 -6.5757 2.2241
C -0.5389 -5.6234 3.2081
F -1.3365 -5.8695 4.2585
C 0.1614 -4.4290 3.1181
F 0.0079 -3.6058 4.1695
C 0.9913 -4.1199 2.0491
P 1.7910 -2.4289 1.7542
C 3.2661 -2.6272 2.8430
C 3.3426 -3.4068 3.9955
C 4.5062 -3.4454 4.7486
C 5.6124 -2.6984 4.3608
C 5.5484 -1.9234 3.2126
C 4.3858 -1.8967 2.4522
C 0.7195 -1.3484 2.7885
C 1.1731 -0.6355 3.8927
C 0.3394 0.2710 4.5374
C -0.9585 0.4664 4.0923
C -1.4120 -0.2332 2.9799
C -0.5766 -1.1205 2.3205
C 1.1527 -5.1318 1.0816
Br 2.3397 -4.9608 -0.3801
C 0.4661 -6.3295 1.1673
F 0.6064 -7.2920 0.2434
H 2.4877 -3.9868 4.3238
H 4.5493 -4.0587 5.6408
H 6.5221 -2.7274 4.9482
H 6.4089 -1.3474 2.8954
H 4.3318 -1.3207 1.5320
H 2.1825 -0.7798 4.2544
H 0.7115 0.8273 5.3896
H -1.6077 1.1702 4.5990
H -2.4197 -0.0740 2.6097
H -0.9128 -1.6127 1.4145
C -0.7736 -2.1282 -5.3430
N -0.4991 -2.4728 -3.9694
C -1.5754 -2.6271 -3.0142
C -0.8704 -2.3207 -1.6907
O -1.4125 -2.4386 -0.6143
N 0.4108 -1.9087 -1.9513
C 0.5684 -1.9493 -3.2754
N 1.6487 -1.5310 -3.9114
H -1.6334 -2.7040 -5.6811
H 0.0627 -2.3996 -5.9884
H -0.9925 -1.0611 -5.4759
H -1.9931 -3.6344 -3.0017
H -2.3825 -1.9045 -3.1773
H 2.4297 -1.1739 -3.3375
H 1.6920 -1.5926 -4.9127
C -1.9664 3.4089 1.6898
C -1.1602 4.0474 0.5478
C 0.2027 4.4000 1.1680
C -1.8550 5.3552 0.1372
Si -0.9808 2.8076 -0.9240
Br 0.4839 1.2747 -0.2754
C -0.2345 3.5868 -2.5243
C 0.9082 4.5546 -2.1841
C 0.3826 2.5182 -3.4406
C -1.2884 4.3610 -3.3307
C -2.6034 1.8399 -1.2968
C -3.8164 2.7686 -1.4554
C -2.9125 0.8025 -0.2019
C -2.4479 1.0376 -2.5983
H -1.9534 4.0881 2.5499
H -1.5355 2.4587 2.0122
H -3.0085 3.2405 1.4257
H 0.0335 5.0855 2.0070
H 0.8811 4.8894 0.4788
H 0.7036 3.5137 1.5571
H -2.0006 5.9754 1.0291
H -2.8349 5.1904 -0.3097
H -1.2594 5.9374 -0.5655
H 1.6841 4.0702 -1.5896
H 0.5645 5.4420 -1.6556
H 1.3717 4.8936 -3.1173
H 1.1832 1.9682 -2.9462
H 0.8128 3.0211 -4.3142
H -0.3480 1.7941 -3.8047
H -1.7713 5.1498 -2.7527
H -2.0705 3.7082 -3.7219
H -0.8049 4.8369 -4.1918
H -4.0763 3.2652 -0.5226
H -4.6860 2.1729 -1.7564
H -3.6696 3.5401 -2.2157
H -3.0227 1.2378 0.7895
H -2.1426 0.0346 -0.1408
H -3.8568 0.3063 -0.4530
H -2.3880 1.6714 -3.4849
H -3.3208 0.3855 -2.7175
H -1.5581 0.4032 -2.5644
N 3.6829 -0.5458 -2.4680
C 3.6597 -0.4369 -1.3087
```

Properties
- LUMO: 2.3 eV
- HOMO: -0.132 hartree
- Gap between HOMO and LUMO: 0.2169 Eh
- Spin multiplicity: 1
- Total charge: -1

Löwdin population analysis, charges in e, atoms 1 to 2: atom 1 (Pd): 0.114, atom 2 (F): 0.106

***

(2)
ORCA calculation (wB97M-V/def2-TZVPD) on a molecular structure, C35H44Br2F4N4OPPdSi.

Geometry as XYZ:
```
93
C35H44Br2F4N4OPPdSi, DFT wB97M-V/def2-TZVPD
Pd 0.5190 0.9012 -1.4685
F -2.5637 7.4001 -1.7086
C -2.3568 6.0911 -1.5606
C -3.3849 5.1950 -1.7648
F -4.6002 5.6382 -2.0964
C -3.1489 3.8424 -1.6018
F -4.2197 3.0556 -1.7439
C -1.8982 3.3180 -1.2810
P -1.6072 1.4709 -1.1570
C -2.7248 0.7919 -2.4303
C -2.8479 1.3820 -3.6837
C -3.5826 0.7636 -4.6830
C -4.1958 -0.4588 -4.4459
C -4.0477 -1.0710 -3.2118
C -3.3051 -0.4559 -2.2171
C -2.5615 1.2924 0.4148
C -3.9328 1.0627 0.5082
C -4.5608 1.0492 1.7449
C -3.8346 1.2896 2.9029
C -2.4710 1.5282 2.8195
C -1.8371 1.5112 1.5852
C -0.8905 4.2590 -1.0088
Br 0.8011 3.8073 -0.3081
C -1.1210 5.6158 -1.1643
F -0.1673 6.5193 -0.9179
H -2.3570 2.3270 -3.8889
H -3.6718 1.2388 -5.6534
H -4.7613 -0.9473 -5.2301
H -4.4651 -2.0537 -3.0384
H -3.1540 -0.9687 -1.2745
H -4.5147 0.8958 -0.3876
H -5.6261 0.8601 1.8013
H -4.3298 1.2885 3.8665
H -1.8961 1.7180 3.7178
H -0.7676 1.6737 1.5185
C 0.2484 -0.0593 -7.5037
N -0.2216 -0.9651 -6.4906
C -1.0399 -2.1255 -6.7352
C -1.4760 -2.4930 -5.2996
O -2.1689 -3.4605 -5.0478
N -0.9712 -1.5696 -4.4328
C -0.3052 -0.6831 -5.1563
N 0.2194 0.4348 -4.6682
H 0.2509 -0.5772 -8.4611
H 1.2746 0.2576 -7.3038
H -0.3814 0.8336 -7.5959
H -0.4863 -2.9470 -7.1945
H -1.9208 -1.9004 -7.3446
H 0.3043 0.5698 -3.6527
H 0.8942 0.9448 -5.2120
C -0.1840 -1.2311 4.3730
C 0.8298 -2.2343 3.8048
C 0.0211 -3.2112 2.9349
C 1.4384 -3.0185 4.9762
Si 2.1776 -1.3028 2.7833
Br 1.1855 -0.6716 0.8658
C 3.6466 -2.4367 2.2592
C 3.1154 -3.8109 1.8241
C 4.4115 -1.8640 1.0545
C 4.6447 -2.6539 3.4073
C 2.7589 0.3379 3.6157
C 3.1058 0.1304 5.0979
C 1.6965 1.4434 3.5123
C 4.0043 0.8853 2.9016
H -0.9912 -1.7820 4.8688
H -0.6371 -0.6299 3.5826
H 0.2568 -0.5623 5.1136
H -0.8001 -3.6172 3.5362
H 0.6130 -4.0519 2.5803
H -0.4149 -2.7139 2.0679
H 0.6319 -3.4754 5.5610
H 2.0134 -2.3814 5.6519
H 2.0885 -3.8258 4.6352
H 2.3568 -3.7225 1.0433
H 2.6960 -4.3775 2.6558
H 3.9445 -4.3979 1.4146
H 3.7585 -1.6741 0.2021
H 5.1641 -2.5963 0.7415
H 4.9348 -0.9392 1.2850
H 4.1742 -3.0686 4.3018
H 5.1529 -1.7303 3.6894
H 5.4158 -3.3619 3.0832
H 2.2243 -0.1047 5.6976
H 3.5363 1.0542 5.5004
H 3.8386 -0.6657 5.2483
H 0.7422 1.1667 3.9566
H 1.5211 1.7205 2.4722
H 2.0629 2.3337 4.0358
H 4.8828 0.2583 3.0538
H 4.2366 1.8764 3.3067
H 3.8383 0.9966 1.8277
N 3.3941 0.9162 -2.9690
C 2.3757 0.9028 -2.4093
```

Properties
- LUMO: 2.3 eV
- HOMO: -0.149 hartree
- Gap between HOMO and LUMO: 0.2336 Eh
- Spin multiplicity: 1
- Total charge: -1

Löwdin population analysis, charges in e, atoms 1 to 2: atom 1 (Pd): -0.003, atom 2 (F): 0.121

***

(2) has the most favorable energy; the next structure is 13.5 kJ/mol above.